Entry 1:
Below is C15H34O9Si2 as an isolated structure at a distorted geometry, with properties calculated with ωB97M-V/def2-TZVPD.

The total energy comes out at -1848.16922 hartree. The relative energy (zero: lowest compared OMol25 entry of this formula, charge and spin) is 0.000 eV. The HOMO energy is -10.25 eV. Its strongest force on any atom is 5.26 eV Å⁻¹. The total charge is 0.

Each line ends with the Mulliken charge.
Positions of all 60 atoms, in Å:
C (-3.01545, 1.10073, 2.96258)  -1.196
C (-3.48824, 0.28958, 1.77554)  -0.159
O (-2.84216, -0.97832, 1.62085)  -0.151
C (-1.48822, -0.94583, 1.81869)  -0.217
O (-1.05547, -1.38057, 2.78803)  -0.494
C (-0.55524, -0.41777, 0.74642)  0.122
C (-1.15578, -0.28554, -0.66135)  -0.631
C (-1.48929, 1.15052, -1.15481)  -0.604
Si (0.00643, 2.27507, -1.48276)  0.294
C (1.64986, 1.42853, -1.08534)  -1.069
O (-0.09536, 3.81047, -0.79359)  -0.237
Si (-0.41876, 3.92114, 0.83747)  0.378
H (-1.98444, 1.41959, 2.90885)  0.281
H (-3.61473, 2.00769, 2.97200)  0.440
H (-3.23332, 0.59665, 3.89258)  0.311
H (-4.53171, 0.06487, 1.95018)  0.377
H (-3.46446, 0.87260, 0.85796)  0.181
H (0.22404, -1.16569, 0.68972)  0.355
H (-0.06789, 0.47866, 1.10304)  0.202
H (-2.04049, -0.89688, -0.78684)  0.226
H (-0.40991, -0.66542, -1.35028)  0.584
H (-1.98959, 1.02860, -2.11163)  0.489
H (-2.23055, 1.58449, -0.48848)  0.001
H (0.03905, 2.50844, -2.94441)  -0.241
H (2.40584, 1.96402, -1.64413)  0.425
H (1.87023, 1.40199, -0.02612)  0.339
H (1.62369, 0.43795, -1.52701)  0.334
H (-0.87859, 2.63015, 1.36139)  -0.028
H (0.71453, 4.47442, 1.60239)  -0.147
H (-1.53707, 4.87545, 1.01080)  -0.158
C (-3.27361, -4.16410, 0.82050)  -1.148
C (-4.34652, -3.41517, 0.06008)  0.039
O (-4.12594, -3.48438, -1.35918)  -0.348
C (-4.47477, -4.63038, -1.94304)  0.737
O (-4.96894, -5.58648, -1.40274)  -0.555
O (-4.17655, -4.53836, -3.24410)  -0.336
C (-4.42470, -5.73140, -3.98885)  -0.649
H (-2.28241, -3.81096, 0.52964)  0.221
H (-3.39546, -4.02482, 1.89426)  0.342
H (-3.31289, -5.23163, 0.60452)  0.449
H (-4.31002, -2.36133, 0.32217)  -0.010
H (-5.34407, -3.77874, 0.30789)  0.438
H (-5.44522, -6.07975, -3.84479)  0.299
H (-3.71681, -6.50758, -3.70063)  0.290
H (-4.27728, -5.48762, -5.03751)  0.225
C (7.86154, 4.13559, 0.30896)  -1.103
C (6.61679, 3.96566, 1.15412)  -0.194
O (5.61901, 3.18930, 0.47501)  -0.344
C (5.82327, 1.87129, 0.46595)  0.720
O (6.74147, 1.28784, 0.98194)  -0.562
O (4.83062, 1.30628, -0.22909)  -0.227
C (4.96306, -0.10592, -0.39707)  -0.651
H (7.60522, 4.54793, -0.66808)  0.291
H (8.56772, 4.80457, 0.80079)  0.360
H (8.35500, 3.17924, 0.13937)  0.314
H (6.16067, 4.93639, 1.34084)  0.291
H (6.84645, 3.52005, 2.12194)  0.314
H (5.10637, -0.60425, 0.55942)  0.334
H (5.79235, -0.32785, -1.06756)  0.308
H (4.03873, -0.45903, -0.84652)  0.146

=====

Entry 2:
Below is a 2-piece molecular cluster, C15H36BN2O5 overall, with properties calculated with ωB97M-V/def2-TZVPD.

The total energy comes out at -1103.42875 hartree. The HOMO energy is -11.35 eV. Its strongest force on any atom is 0.95 eV Å⁻¹. The total charge is +1.

Each line ends with the Mulliken charge.
Positions of all 59 atoms, in Å:
C (-4.58401, 1.38435, -1.89149)  -1.271
C (-3.97767, 1.45116, -0.50908)  -0.194
O (-2.83269, 0.58630, -0.46880)  -0.292
C (-1.81685, 0.95239, 0.42015)  -0.492
C (-1.32859, -0.35842, 1.02857)  0.277
C (-2.28339, -1.04429, 1.98075)  -0.728
O (-2.57057, -0.28288, 3.13879)  -0.421
C (-1.59247, 0.63818, 3.56527)  -0.989
C (-0.13165, 0.30880, 3.19521)  0.075
B (0.62679, -0.72708, 4.19123)  0.186
O (1.64435, -0.22630, 4.94547)  -0.577
C (0.25375, -2.24220, 4.25221)  -0.160
C (-0.98997, -2.42676, 5.16810)  -1.203
N (-0.01950, -0.18666, 1.76183)  -0.113
H (-4.63153, 0.34896, -2.22983)  0.315
H (-4.00101, 1.95767, -2.61207)  0.316
H (-5.59546, 1.79179, -1.87442)  0.390
H (-4.69482, 1.12553, 0.25201)  0.276
H (-3.66768, 2.47139, -0.26209)  0.343
H (-0.97773, 1.42821, -0.10909)  0.243
H (-2.17495, 1.65310, 1.17912)  0.370
H (-1.12430, -1.03653, 0.20039)  -0.166
H (-1.86665, -2.01850, 2.26888)  0.261
H (-3.22220, -1.23134, 1.46078)  0.533
H (-1.84489, 1.63991, 3.20352)  0.372
H (-1.65887, 0.68170, 4.65523)  0.519
H (0.40068, 1.26109, 3.23795)  0.282
H (1.51665, 0.52112, 5.53476)  0.336
H (0.04356, -2.68126, 3.26977)  0.194
H (1.09962, -2.79693, 4.66149)  0.451
H (-1.67227, -3.17145, 4.76081)  0.326
H (-0.68023, -2.76321, 6.15558)  0.339
H (-1.57658, -1.51568, 5.29841)  0.338
H (0.61693, 0.38157, 1.19988)  0.255
H (0.40570, -1.11600, 1.76917)  0.566
C (1.13387, 0.87942, -5.63714)  -0.743
O (2.04678, -0.07706, -5.13633)  -0.351
C (3.35961, 0.42353, -4.91087)  -0.813
C (3.70219, 0.31631, -3.44153)  -0.202
N (2.86500, 1.21557, -2.66037)  -0.263
C (2.97277, 1.06642, -1.22346)  -0.891
C (2.52155, -0.25698, -0.61343)  -0.618
O (1.11795, -0.50291, -0.74156)  -0.232
C (0.73119, -1.15888, -1.95108)  -0.812
H (0.20128, 0.35599, -5.83893)  0.246
H (0.94560, 1.68850, -4.92119)  0.309
H (1.49268, 1.32685, -6.56861)  0.364
H (3.43364, 1.46168, -5.24646)  0.415
H (4.06619, -0.17601, -5.48946)  0.401
H (4.75229, 0.58159, -3.29101)  0.391
H (3.58512, -0.73956, -3.15597)  0.179
H (1.90231, 1.09544, -2.94900)  0.083
H (2.39315, 1.87065, -0.75817)  0.400
H (4.01621, 1.22375, -0.93143)  0.438
H (2.73728, -0.21823, 0.46187)  0.332
H (3.07587, -1.11092, -1.01245)  0.485
H (1.51392, -1.83983, -2.28829)  0.351
H (0.51397, -0.45057, -2.75039)  0.199
H (-0.17193, -1.73246, -1.74321)  0.376

=====

Entry 3:
Below is a 2-piece molecular cluster, C15H36BNO8P overall at a distorted geometry, with properties calculated with ωB97M-V/def2-TZVPD.

The total energy comes out at -1616.02033 hartree. The HOMO energy is -3.63 eV. Its strongest force on any atom is 8.65 eV Å⁻¹. The total charge is -1.

Each line ends with the Mulliken charge.
Positions of all 62 atoms, in Å:
C (-0.99833, 1.92169, 2.63333)  -0.719
C (-2.51589, 2.04757, 2.97952)  -0.573
C (-3.44199, 1.05030, 2.21500)  -0.316
O (-3.62960, -0.18834, 2.86634)  -0.388
C (-2.42403, -0.94710, 2.87931)  -0.018
C (-2.62590, -2.48945, 3.02398)  -0.490
O (-3.90899, -3.02049, 2.87669)  -1.077
B (-3.63962, -4.44108, 3.25104)  1.350
O (-2.32838, -4.69325, 2.52441)  -0.766
C (-1.81084, -3.45009, 2.05441)  0.228
C (-2.27316, -3.41412, 0.55298)  -0.462
C (-1.21834, -4.04350, -0.42225)  0.437
O (-0.92219, -5.35964, 0.04515)  -0.545
C (-1.78376, -4.15607, -1.86767)  -0.939
N (-1.94258, -2.85706, -2.54656)  -0.541
H (-0.49594, 2.84730, 2.97179)  0.398
H (-0.80969, 1.69116, 1.56655)  0.001
H (-0.55974, 1.07134, 3.19909)  0.241
H (-2.83136, 3.07847, 2.69529)  0.395
H (-2.71389, 1.95374, 4.06724)  0.291
H (-3.13881, 0.92752, 1.14780)  0.238
H (-4.45233, 1.51481, 2.18098)  0.344
H (-1.77181, -0.70342, 2.00132)  0.081
H (-1.84046, -0.60577, 3.77055)  0.244
H (-2.23237, -2.73132, 4.03840)  0.117
H (-4.47722, -5.21392, 2.84117)  -0.394
H (-3.33733, -4.58415, 4.42281)  -0.353
H (-0.70404, -3.33312, 2.17400)  0.259
H (-3.20372, -3.99263, 0.39712)  0.211
H (-2.51955, -2.36219, 0.25243)  0.201
H (-0.27839, -3.44054, -0.47061)  0.065
H (-0.10370, -5.34036, 0.53367)  0.358
H (-2.75887, -4.68018, -1.82302)  0.443
H (-1.09595, -4.78747, -2.47075)  0.240
H (-1.35284, -2.17883, -2.08027)  0.129
H (-2.90718, -2.56121, -2.56281)  0.303
O (1.26167, 2.91800, -1.07586)  -0.779
P (2.70667, 2.45715, -1.23835)  1.116
O (2.87032, 2.78753, -2.86777)  -0.386
C (2.43682, 4.02377, -3.41708)  -0.332
C (3.43331, 5.14405, -3.18080)  -0.933
O (2.37525, 0.84471, -1.36521)  -0.342
C (1.16776, 0.29451, -0.83691)  0.033
C (0.10741, 0.20385, -1.91770)  -0.986
O (4.31714, 1.95420, -1.11301)  -0.351
C (5.41767, 2.40669, -1.87918)  -0.096
C (6.14151, 3.55162, -1.19377)  -1.106
H (1.45397, 4.30928, -3.04056)  0.302
H (2.32556, 3.86483, -4.49282)  0.324
H (3.56792, 5.32329, -2.11033)  0.189
H (3.08697, 6.07183, -3.64079)  0.405
H (4.40914, 4.89848, -3.60263)  0.239
H (0.81652, 0.86936, 0.01986)  0.041
H (1.39700, -0.70995, -0.47372)  0.271
H (-0.04785, 1.16407, -2.41206)  0.321
H (-0.84245, -0.13329, -1.49876)  0.205
H (0.41696, -0.50070, -2.69296)  0.341
H (5.15078, 2.65731, -2.90199)  0.237
H (6.10124, 1.55539, -1.95260)  0.346
H (5.45461, 4.36241, -0.94624)  0.261
H (6.93757, 3.94051, -1.83142)  0.341
H (6.58534, 3.21249, -0.25578)  0.344